1.
52
Properties=species:S:1:pos:R:3 method="wB97M-V/def2-TZVPD" homo_ev=-14.64 lumo_ev=-9.778 de_lowest_kj_mol=35.2 charge=+2
W -0.36818 -0.06195 -0.09094
O 3.44144 -4.04178 -2.85510
C 2.71242 -3.16967 -2.20428
C 2.64395 -3.09760 -0.79542
C 1.81522 -2.15542 -0.25656
N 1.10231 -1.31398 -1.00662
C 1.19316 -1.35085 -2.34176
C 1.97810 -2.25375 -2.99467
C 0.35308 -0.27711 -2.95460
O 0.20969 0.02113 -4.07487
O -0.31298 0.39471 -1.88612
C 1.60457 -1.86191 1.19301
O 2.13283 -2.32035 2.13161
O 0.66325 -0.80241 1.28250
H 3.92345 -4.65698 -2.28241
H 3.21272 -3.76118 -0.15607
H 2.04663 -2.27990 -4.07415
N -3.85213 -0.86235 0.32848
C -2.92978 -1.85044 0.33107
N -3.13681 -3.12648 0.48581
N -1.91039 -3.69771 0.37657
N -0.99493 -2.86696 0.15009
N -1.60692 -1.59287 0.09863
C -3.46176 0.42382 0.11138
N -4.23725 1.40436 -0.24493
N -3.40867 2.47221 -0.37727
N -2.21479 2.18401 -0.09382
N -2.16592 0.83214 0.26187
H -4.83740 -1.09540 0.30088
C -0.43166 3.88116 1.35608
As 0.51163 2.23361 1.09431
C 1.19414 1.78493 2.83488
C 2.04336 2.57237 -0.09831
C 2.86396 3.66404 0.52745
C 3.89134 3.35493 1.41753
C 4.63269 4.36896 2.00199
C 4.34712 5.69579 1.70554
C 3.32676 6.00926 0.81716
C 2.58278 4.99747 0.23119
H 0.26299 4.52454 1.89621
H -1.32240 3.68524 1.94742
H -0.71230 4.30729 0.39859
H 1.69928 2.67692 3.20355
H 1.88607 0.94941 2.78224
H 0.35821 1.53045 3.48458
H 1.64359 2.86348 -1.07013
H 2.61462 1.64814 -0.20645
H 4.12900 2.31969 1.63824
H 5.43912 4.12549 2.68016
H 4.92884 6.48669 2.15907
H 3.11774 7.04175 0.57257
H 1.80041 5.24615 -0.47721

=====

2.
90
Properties=species:S:1:pos:R:3 method="wB97M-V/def2-TZVPD" homo_ev="-1.21 / -2.69" multiplicity=5 lumo_ev="4.205 / 2.889" de_lowest_kj_mol=44.7 charge=-2
Pt 0.82525 0.02811 -0.23286
N -1.31045 5.78921 4.41734
C -0.83285 4.50131 4.17614
C 0.31805 4.04441 4.81734
C 0.76775 2.75281 4.61164
C 0.06745 1.91861 3.76534
C -1.03635 2.37661 3.07614
C -1.48805 3.66481 3.27274
S 0.46925 0.18241 3.62414
O -0.79065 -0.53319 3.60914
O 1.31575 -0.18399 4.74854
N 1.21225 -0.12439 2.20784
C 2.34405 0.51451 1.99094
N 2.96325 0.19481 0.81244
C 4.06385 0.86401 0.51364
C 4.62875 1.79741 1.36654
C 3.96565 1.99831 2.57154
N 2.85275 1.37171 2.88364
H -1.07675 6.18281 5.31654
H -2.26885 5.93371 4.14414
H 0.84915 4.70591 5.49094
H 1.65025 2.37391 5.10124
H -1.54065 1.70231 2.40964
H -2.35595 4.01991 2.73694
H 4.54175 0.61061 -0.42536
H 5.52245 2.33421 1.08624
H 4.34225 2.67881 3.33084
C 1.24595 2.14201 -4.70196
Si 1.51765 0.56101 -3.66116
C 1.83965 -0.94259 -4.84946
C 3.06365 0.70901 -2.58546
N 0.24285 0.21581 -2.54756
C -1.05105 0.16051 -2.86246
C -1.53045 0.00071 -4.18286
C -2.86975 -0.11649 -4.47586
C -3.81745 -0.08429 -3.46576
C -3.39745 0.09321 -2.15886
C -2.05525 0.23461 -1.84996
O -1.61865 0.39621 -0.57646
C -2.56145 0.59241 0.40214
C -2.70025 -0.38359 1.37984
C -3.67685 -0.23309 2.34694
C -4.50195 0.87861 2.33744
C -4.33075 1.86621 1.37844
C -3.36025 1.73341 0.40434
H 2.11675 2.39441 -5.30226
H 1.08455 2.93161 -3.97226
H 0.37705 2.09111 -5.35246
H 2.88595 -0.98499 -5.13756
H 1.25425 -0.90099 -5.76426
H 1.59965 -1.87569 -4.34976
H 3.99965 0.60971 -3.12746
H 3.00595 -0.05869 -1.81446
H 3.04005 1.67861 -2.10226
H -0.80205 -0.04129 -4.97676
H -3.18625 -0.24249 -5.50346
H -4.87145 -0.18999 -3.68356
H -4.12945 0.12911 -1.36636
H -2.01515 -1.21729 1.39404
H -3.77515 -0.98519 3.11414
H -5.27035 0.99031 3.09054
H -4.96015 2.74661 1.38574
H -3.15785 2.50331 -0.32466
O 1.07015 3.28161 -1.95046
Se 0.46235 3.37361 -0.45626
O 1.00675 4.70331 0.26534
O 0.99595 2.06371 0.40724
O -1.14865 3.37161 -0.50886
C 2.19815 -3.39179 -1.43096
C 1.20205 -3.24919 -0.25286
C 2.03655 -3.16989 1.03464
C 0.38035 -2.00179 -0.41996
C 0.26025 -4.43759 -0.24596
C 0.14445 -5.31629 0.82924
C -0.78645 -6.34179 0.82324
C -1.62005 -6.52599 -0.26506
C -1.50895 -5.67009 -1.35306
C -0.58465 -4.64619 -1.33916
H 2.84825 -2.52169 -1.43816
H 1.67255 -3.42889 -2.38016
H 2.79675 -4.29749 -1.32206
H 2.64505 -2.27279 0.99294
H 2.68335 -4.04259 1.14584
H 1.38575 -3.07879 1.89844
H -0.65245 -2.20689 -0.71336
H 0.78385 -5.20789 1.69094
H -0.87125 -6.99149 1.68644
H -2.34615 -7.32839 -0.27006
H -2.16535 -5.79309 -2.20606
H -0.52185 -3.97459 -2.18316

=====

3.
15
Properties=species:S:1:pos:R:3 method="wB97M-V/def2-TZVPD" homo_ev=-12.63 lumo_ev=-3.621 de_lowest_kj_mol=137.0 charge=+1
C -0.32115 -0.67933 -0.13066
C -0.51801 -0.80217 -1.44272
N 0.63768 -0.57922 -2.34559
N -1.22648 -0.85729 0.85658
H 0.66479 -0.37238 0.22124
H -1.40763 -1.13269 -1.93533
H 0.33088 -0.15026 -3.21811
H 1.33258 0.04450 -1.92918
H 1.10527 -1.45886 -2.57433
H -2.19714 -0.62009 0.74779
H -0.86273 -0.75134 1.78756
S 1.54938 2.14945 1.92105
S -0.23267 2.43856 2.93474
H 2.09874 1.28189 2.78571
H -0.95348 1.48923 2.32124